An isolated molecule of C26H34N6O3 in a non-equilibrium geometry. Source: the Open Molecules 2025 dataset; level of theory: wB97M-V/def2-TZVPD.

Last column: Mulliken charge in e.
Atoms and positions in Å:
C: 2.54811 -5.86525 -1.84738  -1.09
C: 3.15355 -4.72059 -2.64668  -0.23
H: 4.14317 -4.98300 -3.02596  0.31
H: 2.49380 -4.44789 -3.47690  0.30
O: 3.36244 -3.56777 -1.82771  -0.36
C: 2.31719 -2.76281 -1.62531  -0.09
O: 1.22831 -2.93252 -2.11265  -0.63
C: 2.67126 -1.61983 -0.69810  0.42
C: 1.91993 -1.83242 0.62268  -0.33
C: 2.05882 -0.60956 1.53946  -1.37
N: 1.72034 0.65822 0.92826  0.12
C: 2.41353 0.85114 -0.32683  -1.00
C: 2.23647 -0.29425 -1.32657  -0.53
H: 1.19111 -0.37474 -1.62700  -0.02
H: 2.82982 -0.08881 -2.21957  0.62
H: 3.47970 0.95080 -0.08836  0.58
H: 2.07558 1.78356 -0.78303  0.44
C: 0.33510 1.10743 0.95904  0.95
C: -0.09255 1.33154 2.36817  -1.71
N: -0.25881 0.40337 3.28763  -0.06
N: -0.65868 1.02247 4.38873  -0.95
N: -0.75066 2.26981 4.19997  -0.49
N: -0.40338 2.52467 2.93524  1.03
C: -0.41855 3.88333 2.44775  -0.67
C: -1.43739 4.07892 1.32199  -0.04
C: -1.47472 5.55252 0.92662  -0.99
C: -0.08887 6.01637 0.48863  -0.52
C: 0.92052 5.81800 1.61573  -0.93
C: 0.97747 4.35028 2.03030  -0.01
H: 1.34401 3.75157 1.19601  -0.11
H: 1.66900 4.21848 2.86541  0.39
H: 1.91095 6.14294 1.29297  0.38
H: 0.63081 6.42806 2.47448  0.39
H: -0.12289 7.06934 0.20382  0.35
H: 0.22245 5.44098 -0.38555  0.31
H: -2.18862 5.69115 0.11353  0.39
H: -1.81003 6.15235 1.77609  0.40
H: -1.17065 3.48498 0.44691  -0.07
H: -2.42268 3.75266 1.66354  0.40
H: -0.74084 4.47279 3.31558  0.51
C: -0.68008 0.24364 0.23309  0.19
C: -1.21163 -0.89320 0.73658  -0.08
C: -2.08165 -1.71456 -0.03874  0.28
C: -2.61656 -2.92110 0.43039  -0.60
C: -3.42203 -3.68602 -0.37482  -0.93
C: -3.72796 -3.28175 -1.68131  0.96
C: -3.21174 -2.09297 -2.15523  -0.82
C: -2.39143 -1.30419 -1.34838  -0.16
N: -1.88697 -0.11452 -1.79797  0.08
C: -1.05897 0.72328 -1.09184  0.09
O: -0.70917 1.79371 -1.57126  -0.75
H: -2.13429 0.19323 -2.73144  0.26
H: -3.43601 -1.76370 -3.16010  0.30
C: -4.60320 -4.14295 -2.53671  -1.53
H: -4.12918 -5.10956 -2.70288  0.33
H: -5.55678 -4.32261 -2.04217  0.36
H: -4.79072 -3.67816 -3.50088  0.35
H: -3.82836 -4.61630 -0.00643  0.42
H: -2.37997 -3.23812 1.43508  0.51
H: -0.97178 -1.19787 1.74618  0.65
H: 0.33402 2.06839 0.43573  1.05
H: 3.10516 -0.52918 1.85933  0.50
H: 1.43945 -0.74137 2.42772  0.52
H: 0.87123 -2.01897 0.39222  -0.11
H: 2.31645 -2.70829 1.13984  0.64
H: 3.75080 -1.62371 -0.52344  0.44
H: 1.56120 -5.58350 -1.48824  0.30
H: 3.17998 -6.10440 -0.99538  0.30
H: 2.45607 -6.74353 -2.47985  0.37

Calculated values
calculated total energy: -42598.2566 eV
multiplicity: 1
SMILES string: CCOC(=O)C1CCN([C@@H](c2cc3ccc(C)cc3[nH]c2=O)c2nnnn2C2CCCCC2)CC1
total charge: 0
energy above the lowest of the compared OMol25 structures with the same formula, charge and spin: 8.88 kJ/mol
frontier orbital gap: 8.422 eV
F_max: 0.02630 Eh/bohr

=====

A cluster of 2 separate species, C26H35BN4O12 in total in a non-equilibrium geometry. Source: the Open Molecules 2025 dataset; level of theory: wB97M-V/def2-TZVPD.

Last column: Mulliken charge in e.
Atoms and positions in Å:
C: 2.21113 -1.88603 -0.36482  -0.93
C: 0.99665 -1.96113 -0.93213  -0.58
C: 0.61371 -0.89629 -1.92533  -0.04
C: -0.00688 0.40934 -1.33471  1.57
C: 0.28645 1.48657 -2.43273  -1.31
C: -0.12822 1.10057 -3.87989  -1.08
C: 1.06284 0.88712 -4.81011  -0.49
N: 1.84119 2.10785 -4.97729  -0.29
C: 3.16600 1.77984 -5.53539  -1.57
C: 4.14840 1.58053 -4.38610  0.45
C: 4.57079 2.69661 -3.70518  -0.22
C: 5.45607 2.56146 -2.67601  -0.76
C: 5.89087 1.31534 -2.32083  -0.65
C: 5.47260 0.20266 -2.98093  -0.61
C: 4.60043 0.34546 -4.03896  0.90
O: 4.19704 -0.76886 -4.73496  -0.58
N: -1.48899 0.32913 -1.38722  0.05
C: -2.14120 0.50353 -0.29922  -0.99
C: -1.14205 0.68440 0.80143  1.25
N: -1.48670 1.67995 1.82011  -0.46
C: -1.32486 -0.67067 1.57908  -2.51
C: -0.50901 -0.74751 2.89279  0.09
O: -1.37451 -0.92741 3.98267  -0.49
C: 0.48127 -1.96742 2.83079  -0.80
N: -0.04787 -3.14755 3.51287  -0.45
C: 0.26830 0.80609 0.12908  -0.01
C: 1.08526 2.08526 0.41717  -1.25
C: 0.44844 3.40653 0.00875  0.08
O: -0.43806 3.98662 0.58344  -0.49
O: 1.01347 3.99032 -1.14494  -0.44
H: 2.38236 -2.08855 0.68785  0.32
H: 3.09507 -1.60531 -0.93652  0.27
H: 0.36448 -2.81173 -0.68750  0.42
H: -0.14991 -1.32456 -2.58343  0.55
H: 1.47218 -0.69005 -2.56363  -0.14
H: -0.32285 2.34781 -2.15960  0.51
H: 1.34517 1.73733 -2.42216  0.36
H: -0.82252 0.26373 -3.96065  0.48
H: -0.65249 1.96494 -4.29616  0.37
H: 1.67518 0.02300 -4.51775  0.16
H: 0.63619 0.64316 -5.78880  0.43
H: 1.95304 2.60351 -4.10317  0.28
H: 3.11126 0.87443 -6.13663  0.54
H: 3.51117 2.56678 -6.20713  0.45
H: 4.18408 3.66287 -4.00184  0.47
H: 5.78662 3.45805 -2.16817  0.42
H: 6.59259 1.21635 -1.50166  0.40
H: 5.82537 -0.77435 -2.67020  0.38
H: 4.48049 -1.53215 -4.22200  0.30
H: -2.05842 0.16329 -2.21290  0.36
H: -3.21784 0.49814 -0.19669  0.59
H: -2.14662 1.29633 2.49223  0.38
H: -2.00092 2.44560 1.39262  0.32
H: -2.38101 -0.71090 1.86978  1.13
H: -1.17952 -1.53738 0.93020  0.47
H: 0.03935 0.17063 3.10471  0.59
H: -2.08645 -1.50768 3.66674  0.09
H: 0.63432 -2.24289 1.77807  0.31
H: 1.47194 -1.72525 3.22043  0.32
H: -0.75305 -3.60443 2.95050  0.16
H: 0.72196 -3.77317 3.70330  0.26
H: 0.81107 0.05496 0.70059  -0.03
H: 2.04313 1.99974 -0.09793  0.57
H: 1.27371 2.08587 1.48868  0.65
H: 1.61402 4.66931 -0.80663  0.37
B: -5.76914 -2.29437 5.51666  1.06
O: -4.69824 -2.75621 6.42365  -0.52
C: -3.63718 -3.08174 5.69718  0.64
O: -2.59682 -3.49454 6.11571  -0.58
C: -3.97493 -2.83813 4.22956  0.70
O: -3.24207 -3.02179 3.27992  -0.67
O: -5.20077 -2.38891 4.14199  -0.50
O: -6.97784 -3.12299 5.64656  -0.50
C: -7.99430 -2.33488 5.99608  0.58
O: -9.11825 -2.69463 6.18427  -0.58
C: -7.47535 -0.90756 6.10891  0.59
O: -8.11683 0.05782 6.40160  -0.59
O: -6.17404 -0.91183 5.82191  -0.50

Calculated values
calculated total energy: -58737.5585 eV
multiplicity: 1
total charge: 0
frontier orbital gap: 6.855 eV
F_max: 0.04714 Eh/bohr

=====

A cluster of 2 separate species, C26H35ClO3 in total in a non-equilibrium geometry. Source: the Open Molecules 2025 dataset; level of theory: wB97M-V/def2-TZVPD.

Last column: Mulliken charge in e.
Atoms and positions in Å:
C: -5.02378 -0.77053 0.97560  -1.13
C: -3.87031 -0.82689 1.94668  -0.33
O: -2.73044 -0.25533 1.23261  -0.11
C: -1.58078 0.13879 1.88038  -1.19
C: -0.58780 0.58006 0.82768  2.73
C: 0.53002 1.34413 1.43503  0.05
O: 0.76645 2.49283 1.01637  -0.59
C: 1.49785 0.81657 2.50192  -1.17
C: 2.89034 0.47447 1.92839  -0.23
C: 3.64661 1.69648 1.34327  -1.23
C: 3.78660 1.64246 -0.19425  -0.54
C: 3.44520 2.95685 -0.92792  -0.77
C: 2.86109 2.72063 -2.33600  -1.12
C: 1.50606 1.98344 -2.32736  0.67
C: 0.27291 2.75961 -1.88065  -0.67
C: -0.92982 1.80830 -1.62841  -0.76
C: -1.36841 1.45712 -0.22166  -1.32
O: -1.46585 0.06083 3.09261  -0.67
H: -5.52991 -1.74795 0.93494  0.33
H: -5.71165 0.00003 1.34038  0.33
H: -4.69700 -0.48246 -0.03972  0.26
H: -4.05741 -0.28832 2.88193  0.44
H: -3.63873 -1.86672 2.19217  0.22
H: 1.66869 1.64458 3.22089  0.59
H: 1.02397 -0.01485 3.04650  0.36
H: 3.50932 -0.00710 2.70750  0.37
H: 2.77453 -0.28052 1.14157  -0.15
H: 3.13661 2.61661 1.66015  0.49
H: 4.66392 1.68786 1.76481  0.49
H: 4.83133 1.38460 -0.43627  0.55
H: 3.19871 0.80507 -0.60469  0.19
H: 2.74292 3.54419 -0.31222  0.35
H: 4.37941 3.53280 -1.02850  0.43
H: 2.76727 3.69442 -2.83897  0.37
H: 3.55681 2.09099 -2.91659  0.32
H: 1.33413 1.60210 -3.34873  0.36
H: 1.59107 1.09562 -1.68528  -0.75
H: 0.45683 3.34617 -0.96862  0.18
H: -0.03113 3.47159 -2.67970  0.52
H: -1.76422 2.39219 -2.05220  0.46
H: -0.86915 0.88696 -2.22743  0.01
H: -2.33098 0.93327 -0.31066  0.30
H: -1.55247 2.41458 0.30438  0.73
Cl: -2.89767 -3.30923 -4.71982  -0.21
C: -2.28456 -2.77472 -3.21130  0.36
C: -1.17019 -1.91303 -3.21813  -0.94
C: -0.66902 -1.44356 -1.99772  -0.33
C: -1.21722 -1.85400 -0.76265  0.80
C: -0.44301 -1.68974 0.47144  1.51
C: -0.72367 -2.66194 1.64436  -0.46
C: 0.68237 -2.98648 2.25710  -0.93
C: 1.62778 -2.33248 1.31699  -0.60
C: 0.97847 -1.53915 0.39394  -0.70
C: -2.37093 -2.66644 -0.80905  -0.14
C: -2.82541 -3.21081 -1.99909  -1.25
H: -0.72775 -1.62260 -4.16279  0.45
H: 0.19147 -0.77722 -2.03464  0.27
H: -1.45275 -2.25362 2.35802  -0.03
H: -1.10765 -3.62393 1.27238  0.45
H: 0.78023 -2.59970 3.28454  0.32
H: 0.83859 -4.07715 2.33022  0.42
H: 2.72367 -2.45468 1.38202  0.45
H: 1.45751 -0.85651 -0.32611  0.30
H: -2.88187 -2.91358 0.12291  0.47
H: -3.60723 -3.97496 -2.00255  0.41

Calculated values
calculated total energy: -46191.6892 eV
multiplicity: 1
total charge: 0
energy above the lowest of the compared OMol25 structures with the same formula, charge and spin: 67.62 kJ/mol
frontier orbital gap: 7.004 eV
F_max: 0.05855 Eh/bohr

=====

Which value of F_max does entry 2 give? 0.04714 Eh/bohr

=====

Among the records above, which one has the highest F_max? C26H35ClO3